A cluster of 3 separate species, C33H58N7O3 in total in a non-equilibrium geometry, computed with ωB97M-V/def2-TZVPD.

Results
Total charge   +1
HOMO level (alpha / beta)   -9.8 / -10.6 eV
Multiplicity   3
Gap between HOMO and LUMO (alpha / beta)   6.546 / 7.279 eV

Last columns: bonded neighbours and bond lengths (Å).
Geometry (Å):
1 C -0.74 -9.09 1.20  C2 1.578, H22 1.100, H23 1.110, H24 1.111
2 C -0.23 -7.65 0.81  C1 1.578, C3 1.576, C4 1.572, H25 1.104
3 C -0.63 -7.48 -0.71  C2 1.576, H26 1.112, H27 1.105, H28 1.103
4 C -1.12 -6.64 1.62  C2 1.572, N5 1.473, H29 1.099, H30 1.113
5 N -0.40 -5.45 2.10  C4 1.473, N6 1.322, C10 1.340
6 N 0.55 -5.48 3.02  N5 1.322, C7 1.376, H31 1.015
7 C 0.93 -4.17 3.22  N6 1.376, N8 1.359, N9 1.334
8 N 1.90 -3.85 4.12  C7 1.359, H32 1.009, H33 1.011
9 N 0.22 -3.38 2.42  C7 1.334, C10 1.377
10 C -0.64 -4.19 1.71  N5 1.340, N9 1.377, C11 1.514
11 C -1.65 -3.67 0.71  C10 1.514, C12 1.563, H34 1.109, H35 1.107
12 C -2.59 -2.58 1.32  C11 1.563, C13 1.548, H36 1.106, H37 1.107
13 C -3.85 -3.15 2.02  C12 1.548, O14 1.210, N15 1.431
14 O -4.83 -2.44 2.09  C13 1.210
15 N -3.91 -4.45 2.61  C13 1.431, C16 1.442, H38 1.019
16 C -4.92 -5.31 2.05  N15 1.442, C17 1.407, C21 1.419
17 C -5.30 -6.45 2.79  C16 1.407, C18 1.405, H39 1.102
18 C -6.27 -7.37 2.36  C17 1.405, C19 1.419, H40 1.099
19 C -6.92 -7.15 1.12  C18 1.419, C20 1.419, H41 1.096
20 C -6.56 -6.00 0.38  C19 1.419, C21 1.404, H42 1.098
21 C -5.57 -5.10 0.80  C16 1.419, C20 1.404, H43 1.097
22 H -0.47 -9.85 0.45  C1 1.100
23 H -0.33 -9.33 2.21  C1 1.110
24 H -1.84 -8.99 1.30  C1 1.111
25 H 0.86 -7.52 0.97  C2 1.104
26 H -1.71 -7.72 -0.75  C3 1.112
27 H -0.49 -6.44 -1.05  C3 1.105
28 H -0.09 -8.22 -1.33  C3 1.103
29 H -1.99 -6.37 1.01  C4 1.099
30 H -1.48 -7.20 2.52  C4 1.113
31 H 0.92 -6.29 3.49  N6 1.015
32 H 2.88 -3.94 3.92  N8 1.009
33 H 1.65 -3.59 5.07  N8 1.011
34 H -1.08 -3.20 -0.11  C11 1.109
35 H -2.23 -4.50 0.26  C11 1.107
36 H -2.95 -1.89 0.53  C12 1.106
37 H -2.03 -1.98 2.07  C12 1.107
38 H -3.00 -4.91 2.56  N15 1.019
39 H -4.82 -6.65 3.76  C17 1.102
40 H -6.55 -8.24 2.97  C18 1.099
41 H -7.69 -7.83 0.75  C19 1.096
42 H -7.05 -5.85 -0.59  C20 1.098
43 H -5.29 -4.23 0.19  C21 1.097
44 C 0.11 3.57 0.06  C45 1.540, H55 1.092, H56 1.093, H57 1.086
45 C -0.81 2.85 -0.94  C44 1.540, C46 1.535, N50 1.495, C54 1.537
46 C -1.64 3.87 -1.73  C45 1.535, C47 1.522, H58 1.095, H59 1.094
47 C -2.79 4.47 -0.93  C46 1.522, C48 1.525, H60 1.094, H61 1.094
48 C -3.67 3.37 -0.35  C47 1.525, C49 1.535, H62 1.092, H63 1.095
49 C -2.88 2.35 0.48  C48 1.535, N50 1.496, C52 1.545, C53 1.532
50 N -1.66 1.85 -0.22  C45 1.495, C49 1.496, O51 1.313
51 O -2.04 0.95 -1.10  N50 1.313
52 C -2.50 3.01 1.83  C49 1.545, H64 1.092, H65 1.091, H66 1.088
53 C -3.82 1.21 0.88  C49 1.532, H67 1.090, H68 1.090, H69 1.093
54 C 0.18 2.20 -1.92  C45 1.537, H70 1.092, H71 1.092, H72 1.090
55 H 0.84 2.88 0.49  C44 1.092
56 H 0.67 4.36 -0.44  C44 1.093
57 H -0.40 4.06 0.89  C44 1.086
58 H -2.05 3.39 -2.62  C46 1.095
59 H -0.99 4.67 -2.09  C46 1.094
60 H -2.40 5.12 -0.13  C47 1.094
61 H -3.39 5.11 -1.58  C47 1.094
62 H -4.46 3.81 0.26  C48 1.092
63 H -4.17 2.86 -1.18  C48 1.095
64 H -1.74 2.42 2.36  C52 1.092
65 H -3.37 3.07 2.49  C52 1.091
66 H -2.14 4.03 1.74  C52 1.088
67 H -4.28 0.72 0.02  C53 1.090
68 H -4.64 1.58 1.49  C53 1.090
69 H -3.29 0.45 1.47  C53 1.093
70 H 0.77 1.42 -1.43  C54 1.092
71 H 0.88 2.95 -2.31  C54 1.092
72 H -0.32 1.76 -2.78  C54 1.090
73 C 6.54 6.84 -0.85  C74 1.542, H84 1.092, H85 1.092, H86 1.086
74 C 6.35 6.32 -2.29  C73 1.542, C75 1.535, N79 1.495, C83 1.535
75 C 5.23 7.10 -3.00  C74 1.535, C76 1.521, H87 1.095, H88 1.094
76 C 3.83 6.71 -2.55  C75 1.521, C77 1.525, H89 1.094, H90 1.094
77 C 3.63 5.21 -2.70  C76 1.525, C78 1.535, H91 1.094, H92 1.095
78 C 4.70 4.39 -1.97  C77 1.535, N79 1.494, C81 1.544, C82 1.537
79 N 6.09 4.85 -2.27  C74 1.495, C78 1.494, O80 1.311
80 O 6.42 4.37 -3.45  N79 1.311
81 C 4.43 4.46 -0.45  C78 1.544, H93 1.092, H94 1.092, H95 1.089
82 C 4.50 2.91 -2.31  C78 1.537, H96 1.090, H97 1.092, H98 1.092
83 C 7.68 6.68 -2.97  C74 1.535, H99 1.091, H100 1.091, H101 1.090
84 H 7.44 6.43 -0.40  C73 1.092
85 H 6.64 7.93 -0.85  C73 1.092
86 H 5.71 6.63 -0.18  C73 1.086
87 H 5.31 6.95 -4.08  C75 1.095
88 H 5.38 8.18 -2.84  C75 1.094
89 H 3.66 7.03 -1.52  C76 1.094
90 H 3.09 7.24 -3.16  C76 1.094
91 H 2.64 4.93 -2.34  C77 1.094
92 H 3.64 4.96 -3.77  C77 1.095
93 H 5.29 4.09 0.12  C81 1.092
94 H 3.58 3.83 -0.18  C81 1.092
95 H 4.17 5.45 -0.09  C81 1.089
96 H 4.54 2.71 -3.38  C82 1.090
97 H 3.52 2.56 -1.97  C82 1.092
98 H 5.25 2.28 -1.82  C82 1.092
99 H 8.51 6.11 -2.54  C83 1.091
100 H 7.90 7.74 -2.83  C83 1.091
101 H 7.66 6.50 -4.04  C83 1.090

A cluster of 6 separate species, C33H59ClFNO18S in total in a non-equilibrium geometry, computed with ωB97M-V/def2-TZVPD.

Results
Total charge   0
HOMO level   -9.6 eV
Gap between HOMO and LUMO   9.929 eV
Structure (SMILES)   C[C@H](Cl)CN(C[C@@H](C)OCc1ccccc1)S(=O)(=O)F.CCOC(=O)OC.CCOC(=O)OC.CCOC(=O)OC.CCOC(=O)OC.CCOC(=O)OC

Last columns: bonded neighbours and bond lengths (Å).
Geometry (Å):
1 C 1.22 -4.92 -0.41  C2 1.526, H21 1.085, H22 1.086, H23 1.086
2 C 1.77 -4.85 -1.83  C1 1.526, Cl3 1.787, C4 1.519, H24 1.085
3 Cl 3.53 -5.17 -1.76  C2 1.787
4 C 1.41 -3.56 -2.55  C2 1.519, N5 1.480, H25 1.088, H26 1.086
5 N 2.04 -2.36 -1.96  C4 1.480, C6 1.494, S17 1.664
6 C 1.07 -1.24 -1.79  N5 1.494, C7 1.525, H27 1.083, H28 1.089
7 C 0.08 -1.50 -0.66  C6 1.525, C8 1.541, O9 1.426, H29 1.089
8 C -0.23 -0.18 0.06  C7 1.541, H30 1.085, H31 1.085, H32 1.087
9 O -1.10 -1.96 -1.31  C7 1.426, C10 1.415
10 C -2.04 -2.57 -0.44  O9 1.415, C11 1.503, H33 1.094, H34 1.092
11 C -3.30 -2.84 -1.21  C10 1.503, C12 1.396, C16 1.394
12 C -3.48 -4.09 -1.81  C11 1.396, C13 1.396, H35 1.078
13 C -4.63 -4.32 -2.56  C12 1.396, C14 1.392, H36 1.079
14 C -5.57 -3.32 -2.72  C13 1.392, C15 1.395, H37 1.078
15 C -5.40 -2.07 -2.11  C14 1.395, C16 1.395, H38 1.078
16 C -4.25 -1.83 -1.36  C11 1.394, C15 1.395, H39 1.079
17 S 3.33 -1.81 -2.86  N5 1.664, O18 1.417, O19 1.415, F20 1.574
18 O 4.20 -1.09 -2.02  S17 1.417
19 O 3.84 -2.81 -3.73  S17 1.415
20 F 2.66 -0.73 -3.79  S17 1.574
21 H 0.23 -4.49 -0.34  C1 1.085
22 H 1.21 -5.96 -0.10  C1 1.086
23 H 1.92 -4.42 0.26  C1 1.086
24 H 1.35 -5.67 -2.41  C2 1.085
25 H 0.33 -3.46 -2.43  C4 1.088
26 H 1.57 -3.65 -3.62  C4 1.086
27 H 1.63 -0.33 -1.60  C6 1.083
28 H 0.49 -1.09 -2.69  C6 1.089
29 H 0.47 -2.24 0.04  C7 1.089
30 H -1.29 -0.05 0.23  C8 1.085
31 H 0.09 0.67 -0.54  C8 1.085
32 H 0.29 -0.13 1.02  C8 1.087
33 H -1.65 -3.50 -0.02  C10 1.094
34 H -2.26 -1.92 0.42  C10 1.092
35 H -2.73 -4.86 -1.69  C12 1.078
36 H -4.76 -5.28 -3.04  C13 1.079
37 H -6.45 -3.51 -3.32  C14 1.078
38 H -6.12 -1.29 -2.24  C15 1.078
39 H -4.10 -0.87 -0.89  C16 1.079
40 C 6.18 -4.61 -4.72  C41 1.513, H47 1.088, H48 1.089, H49 1.090
41 C 7.25 -5.68 -4.66  C40 1.513, O42 1.438, H50 1.089, H51 1.090
42 O 6.73 -6.98 -5.00  C41 1.438, C43 1.328
43 C 6.57 -7.21 -6.30  O42 1.328, O44 1.203, O45 1.336
44 O 6.84 -6.45 -7.20  C43 1.203
45 O 6.06 -8.43 -6.45  C43 1.336, C46 1.428
46 C 5.77 -8.79 -7.80  O45 1.428, H52 1.088, H53 1.089, H54 1.086
47 H 5.32 -4.89 -4.11  C40 1.088
48 H 6.57 -3.66 -4.37  C40 1.089
49 H 5.82 -4.48 -5.74  C40 1.090
50 H 7.62 -5.78 -3.64  C41 1.089
51 H 8.10 -5.44 -5.30  C41 1.090
52 H 6.65 -8.65 -8.43  C46 1.088
53 H 4.94 -8.20 -8.18  C46 1.089
54 H 5.50 -9.84 -7.79  C46 1.086
55 C 2.15 2.26 -4.86  C56 1.513, H62 1.091, H63 1.087, H64 1.089
56 C 0.65 2.14 -4.74  C55 1.513, O57 1.435, H65 1.089, H66 1.090
57 O -0.04 3.09 -5.56  C56 1.435, C58 1.332
58 C -0.11 2.78 -6.85  O57 1.332, O59 1.203, O60 1.334
59 O 0.31 1.78 -7.37  C58 1.203
60 O -0.75 3.77 -7.48  C58 1.334, C61 1.429
61 C -0.85 3.60 -8.90  O60 1.429, H67 1.088, H68 1.089, H69 1.086
62 H 2.47 3.28 -4.66  C55 1.091
63 H 2.64 1.59 -4.16  C55 1.087
64 H 2.48 2.00 -5.87  C55 1.089
65 H 0.34 2.36 -3.72  C56 1.089
66 H 0.31 1.13 -4.97  C56 1.090
67 H -1.28 2.63 -9.14  C61 1.088
68 H 0.13 3.69 -9.36  C61 1.089
69 H -1.50 4.39 -9.26  C61 1.086
70 C -4.53 5.28 0.44  C71 1.513, H77 1.091, H78 1.090, H79 1.089
71 C -3.22 4.53 0.37  C70 1.513, O72 1.438, H80 1.088, H81 1.090
72 O -2.80 4.05 1.66  C71 1.438, C73 1.331
73 C -3.42 2.95 2.09  O72 1.331, O74 1.203, O75 1.334
74 O -4.26 2.32 1.49  C73 1.203
75 O -2.95 2.66 3.30  C73 1.334, C76 1.432
76 C -3.57 1.53 3.92  O75 1.432, H82 1.088, H83 1.088, H84 1.086
77 H -4.47 6.08 1.18  C70 1.091
78 H -4.77 5.71 -0.53  C70 1.090
79 H -5.34 4.62 0.74  C70 1.089
80 H -2.42 5.19 0.04  C71 1.088
81 H -3.27 3.70 -0.34  C71 1.090
82 H -3.55 0.66 3.27  C76 1.088
83 H -4.59 1.77 4.20  C76 1.088
84 H -3.00 1.32 4.82  C76 1.086
85 C 0.56 3.17 3.35  C86 1.511, H92 1.092, H93 1.090, H94 1.089
86 C -0.04 2.87 4.71  C85 1.511, O87 1.439, H95 1.086, H96 1.089
87 O 0.94 2.37 5.63  C86 1.439, C88 1.329
88 C 1.73 3.29 6.18  O87 1.329, O89 1.203, O90 1.336
89 O 1.69 4.48 5.99  C88 1.203
90 O 2.59 2.67 7.00  C88 1.336, C91 1.430
91 C 3.55 3.53 7.61  O90 1.430, H97 1.088, H98 1.089, H99 1.086
92 H 1.08 2.29 2.97  C85 1.092
93 H -0.22 3.46 2.65  C85 1.090
94 H 1.28 3.98 3.41  C85 1.089
95 H -0.78 2.09 4.62  C86 1.086
96 H -0.53 3.75 5.12  C86 1.089
97 H 3.06 4.36 8.11  C91 1.088
98 H 4.25 3.90 6.87  C91 1.089
99 H 4.08 2.92 8.34  C91 1.086
100 C -5.06 5.35 9.10  C101 1.513, H107 1.091, H108 1.090, H109 1.089
101 C -4.76 3.97 9.65  C100 1.513, O102 1.435, H110 1.088, H111 1.090
102 O -3.71 3.32 8.92  C101 1.435, C103 1.333
103 C -2.48 3.73 9.23  O102 1.333, O104 1.203, O105 1.332
104 O -2.18 4.54 10.06  C103 1.203
105 O -1.62 3.06 8.46  C103 1.332, C106 1.432
106 C -0.25 3.43 8.63  O105 1.432, H112 1.088, H113 1.089, H114 1.080
107 H -5.26 5.30 8.03  C100 1.091
108 H -5.92 5.78 9.61  C100 1.090
109 H -4.21 6.02 9.25  C100 1.089
110 H -5.63 3.33 9.53  C101 1.088
111 H -4.52 4.00 10.71  C101 1.090
112 H 0.04 3.37 9.68  C106 1.088
113 H -0.08 4.44 8.25  C106 1.089
114 H 0.33 2.72 8.07  C106 1.080